[1]
C4H3NO2 in the gas phase. Source: the OMol25 dataset; level of theory: ωB97M-V/def2-TZVPD.

Atoms and positions in Å:
O  2.1439  0.7341  0.3386
C  1.7502  -0.0432  -0.4761
C  1.1682  -1.4264  -0.0654
N  -0.0064  -1.1091  -0.2188
C  -1.0633  -0.3877  -0.2580
C  -1.2694  0.5577  0.8583
O  -0.5797  0.5751  1.8522
H  1.5831  0.1826  -1.5502
H  -1.6579  -0.3830  -1.1631
H  -2.0688  1.2998  0.6826

As for the HOMO energy (alpha / beta): -9.4 / -9.4 eV. The calculation puts the energy at -359.32123 Eh. The calculation puts the LUMO energy (alpha / beta) at -0.83 / -0.83 eV. The HOMO-LUMO gap (alpha / beta) comes out at 8.559 / 8.559 eV.

These are the natural (NBO) partial charges, in e, on atoms 1 to 5: atom 1 (O): -0.46, atom 2 (C): 0.38, atom 3 (C): 0.15, atom 4 (N): -0.25, atom 5 (C): -0.17

=====

[2]
A molecular structure, C33H51IrN4O7P2Si2. Source: the OMol25 dataset; level of theory: ωB97M-V/def2-TZVPD.

Atoms and positions in Å:
Ir  0.0000  0.0000  0.0000
C  4.1484  1.7071  3.3707
N  3.8043  1.4823  1.9767
C  4.6088  0.3986  1.4251
P  2.2203  1.5270  1.4991
O  1.7649  0.2893  0.7841
O  1.3615  1.7430  2.8389
P  -0.0946  1.0751  2.9328
O  -0.6900  0.9390  1.5634
N  0.0429  -0.3359  3.7820
C  1.3377  -0.7162  4.3226
C  -0.5861  -1.4979  3.1589
N  -0.9510  2.0787  3.9341
C  -0.3682  2.4374  5.2199
C  -1.5241  3.2628  3.3042
N  2.1064  2.9292  0.6354
C  2.3418  4.1940  1.3162
C  0.9518  3.0503  -0.2488
H  5.2226  1.8865  3.4903
H  3.8678  0.8565  3.9981
H  3.6430  2.5984  3.7566
H  5.6768  0.5572  1.6100
H  4.4838  0.3443  0.3387
H  4.3188  -0.5672  1.8527
H  1.7576  0.1026  4.9148
H  2.0488  -0.9684  3.5296
H  1.2522  -1.5725  5.0008
H  -1.6214  -1.2697  2.8842
H  -0.6264  -2.3485  3.8481
H  -0.0499  -1.8042  2.2542
H  -0.0832  1.5440  5.7831
H  -1.0870  2.9768  5.8470
H  0.5232  3.0614  5.0970
H  -2.1081  2.9852  2.4208
H  -0.7443  3.9639  2.9901
H  -2.2130  3.7825  3.9793
H  3.3001  4.1826  1.8435
H  1.5557  4.4087  2.0470
H  2.3938  5.0267  0.6060
H  0.8318  2.1475  -0.8562
H  1.0788  3.8811  -0.9517
H  0.0287  3.2120  0.3162
O  -0.0043  -1.3885  1.1433
C  -0.9104  0.3850  -3.0207
O  0.4405  0.6171  -2.9155
C  1.0764  0.5179  -1.7302
O  2.2756  0.7286  -1.6620
H  -1.2225  0.5207  -4.0766
H  -1.4731  1.1025  -2.3853
H  -1.1460  -0.6551  -2.7079
O  -0.7074  -1.2874  -1.1499
Si  -1.7518  -2.5687  -1.2094
C  -3.2028  -2.2772  -2.3981
C  -3.3291  -1.0352  -3.0543
C  -4.3784  -0.7966  -3.9449
C  -5.3206  -1.7903  -4.1962
C  -5.2155  -3.0245  -3.5603
C  -4.1659  -3.2701  -2.6708
C  -2.4553  -3.0160  0.4901
C  -3.8017  -2.7831  0.8362
C  -4.2882  -3.1236  2.1020
C  -3.4413  -3.6911  3.0495
C  -2.1031  -3.9131  2.7388
C  -1.6122  -3.5751  1.4752
C  -0.9268  -4.1428  -1.8945
C  0.1523  -4.0224  -2.7951
C  0.7692  -5.1549  -3.3315
C  0.3249  -6.4258  -2.9779
C  -0.7358  -6.5683  -2.0867
C  -1.3592  -5.4390  -1.5489
H  -2.6023  -0.2390  -2.8819
H  -4.4556  0.1656  -4.4453
H  -6.1345  -1.6035  -4.8920
H  -5.9500  -3.8008  -3.7613
H  -4.1154  -4.2496  -2.1979
H  -4.4958  -2.3215  0.1346
H  -5.3300  -2.9349  2.3509
H  -3.8209  -3.9484  4.0350
H  -1.4363  -4.3415  3.4830
H  -0.5544  -3.7483  1.2719
H  0.5254  -3.0394  -3.0872
H  1.5984  -5.0419  -4.0259
H  0.8071  -7.3055  -3.3960
H  -1.0790  -7.5620  -1.8093
H  -2.1854  -5.5936  -0.8558
C  -2.7352  4.2242  -3.2280
Si  -3.5536  2.8862  -2.2257
C  -4.6049  1.8310  -3.3457
C  -4.6331  3.6634  -0.9224
C  -2.2869  1.8590  -1.4344
C  -1.4466  1.1759  -0.9082
H  -3.5087  4.8530  -3.7125
H  -2.0952  3.7640  -4.0062
H  -2.1124  4.8549  -2.5635
H  -5.3793  2.4589  -3.8303
H  -5.0964  1.0357  -2.7514
H  -3.9667  1.3689  -4.1241
H  -5.4079  4.2923  -1.4053
H  -4.0130  4.2943  -0.2553
H  -5.1254  2.8700  -0.3256

As for the HOMO energy: 1.2 eV. The calculation puts the energy at -3399.53621 Eh. The calculation puts the LUMO energy at 4.11 eV. Its net charge is -2. The HOMO-LUMO gap comes out at 2.893 eV.

These are the Mulliken partial charges, in e, on atoms 1 to 5: atom 1 (Ir): 0.58, atom 2 (C): -0.95, atom 3 (N): 0.33, atom 4 (C): -1.02, atom 5 (P): -0.33

=====

[3]
8 unconnected molecules or ions with the total composition C26H73NO26P6. Source: the OMol25 dataset; level of theory: ωB97M-V/def2-TZVPD.

Atoms and positions in Å:
O  0.5261  0.7632  1.1145
C  1.1487  -0.1342  0.2823
C  0.1241  -0.6372  -0.7517
O  0.5660  -1.5607  -1.7591
H  1.3916  -1.0265  0.8421
H  2.0919  0.1110  -0.2285
H  -0.2351  0.2954  -1.1177
H  -0.7146  -0.9538  -0.1658
C  3.5766  2.1613  1.6035
O  3.5126  3.6050  1.7367
P  4.7116  4.5261  2.2200
O  6.0276  4.4776  1.5581
O  3.9518  5.9476  2.2719
C  4.4428  7.0649  1.5523
O  4.8779  4.1806  3.7640
C  3.6969  4.1483  4.6509
H  4.3237  1.6837  2.2629
H  4.0838  1.9504  0.6458
H  2.5727  1.7132  1.6389
H  4.8645  6.8057  0.5863
H  5.1583  7.5837  2.1390
H  3.5827  7.7100  1.4347
H  3.5510  5.1057  5.1958
H  3.8582  3.3406  5.3714
H  2.8754  3.8902  4.0229
C  -0.9365  5.0383  -3.7447
O  0.4475  5.4077  -3.8714
P  1.4301  4.6860  -2.8110
O  2.8442  4.7910  -3.1073
O  0.9628  5.3865  -1.4643
C  1.3815  4.6948  -0.2175
O  0.6977  3.2807  -2.8754
C  1.3712  2.1296  -2.2371
H  -1.4710  5.9231  -4.0475
H  -1.2260  4.8173  -2.7219
H  -1.1411  4.1631  -4.3420
H  2.3228  5.1146  0.0558
H  1.5489  3.6515  -0.3750
H  0.6493  4.8097  0.5811
H  0.9892  1.8739  -1.2328
H  2.4586  2.3759  -2.0832
H  1.3462  1.2235  -2.8655
C  1.4825  -3.7577  8.2310
O  1.2692  -2.7927  7.2117
P  1.8104  -2.7846  5.7397
O  3.2517  -3.0137  5.7953
O  1.0651  -3.9474  5.0004
C  1.7589  -5.0789  4.3496
O  1.3243  -1.4564  5.0687
C  1.4615  -1.3041  3.6450
H  2.5289  -3.8946  8.6169
H  1.1946  -4.7288  7.7773
H  0.7811  -3.4594  9.0017
H  1.7687  -5.9365  5.0302
H  2.7488  -4.8471  3.9315
H  1.1670  -5.3311  3.5155
H  0.6061  -0.8236  3.2520
H  1.6051  -2.3095  3.2256
H  2.2541  -0.6573  3.3164
C  -6.7752  -2.4832  -1.8976
O  -6.3673  -1.6459  -3.0203
P  -5.0059  -0.8392  -3.0892
O  -4.6640  -0.5709  -4.5023
O  -5.0035  0.4106  -2.1090
C  -5.5861  1.6325  -2.6150
O  -4.0647  -1.8706  -2.2973
C  -2.6426  -1.5745  -2.5857
H  -7.1423  -3.3596  -2.3773
H  -7.5610  -1.9723  -1.3472
H  -5.8993  -2.6934  -1.3079
H  -4.9209  2.4638  -2.7319
H  -6.3973  1.9064  -1.9397
H  -6.0796  1.4725  -3.5977
H  -2.4221  -1.9242  -3.5928
H  -2.0007  -2.1413  -1.9085
H  -2.3459  -0.5267  -2.4315
C  -1.4872  -0.5711  -5.5545
O  -0.4784  0.4025  -5.5296
P  0.7333  0.0926  -6.5004
O  0.4057  0.0470  -7.9216
O  1.7345  1.2513  -6.0746
C  1.4029  2.6213  -6.0410
O  1.4128  -1.2051  -5.9527
C  1.5801  -1.5282  -4.4616
H  -2.2277  -0.3202  -6.3213
H  -2.0737  -0.5935  -4.6775
H  -1.1182  -1.5337  -5.8312
H  1.1494  2.9772  -7.0579
H  2.2544  3.1768  -5.6315
H  0.5618  2.7422  -5.3730
H  2.3963  -0.9401  -4.0439
H  1.7275  -2.6167  -4.4334
H  0.6876  -1.1819  -3.9381
C  0.1256  -4.5776  0.0940
O  1.3702  -5.1021  0.6281
P  2.6990  -5.5679  -0.2318
O  3.7784  -5.9985  0.6592
O  2.2754  -6.8457  -1.1392
C  2.5345  -8.1613  -0.5822
O  2.8520  -4.4692  -1.3681
C  3.0814  -3.0228  -1.1190
H  -0.4055  -5.4415  -0.3383
H  0.2502  -3.8358  -0.7338
H  -0.4582  -4.2841  0.9248
H  2.5942  -8.8458  -1.4295
H  1.7030  -8.4939  0.0409
H  3.4674  -8.1748  -0.0402
H  4.1433  -3.0506  -0.9116
H  2.4041  -2.5408  -0.4409
H  2.8156  -2.4947  -2.0361
C  -2.1389  2.8086  1.3266
C  -3.2857  1.8656  1.3556
N  -3.4221  1.0393  2.5914
C  -4.8073  0.6394  2.7704
C  -5.4843  -0.1701  1.6706
C  -2.5504  -0.1135  2.6369
C  -2.2796  -0.5617  4.0898
H  -1.1975  2.3134  1.0653
H  -2.0034  3.2824  2.3441
H  -2.3649  3.6696  0.6729
H  -4.2127  2.4563  1.2673
H  -3.2638  1.2451  0.4737
H  -4.8842  0.0268  3.6518
H  -5.3783  1.5374  2.9800
H  -5.1552  0.1346  0.6621
H  -5.2580  -1.2269  1.7410
H  -6.5690  -0.1357  1.6908
H  -1.5948  0.0266  2.1434
H  -2.9924  -0.9234  2.0711
H  -1.4833  -1.3334  4.0573
H  -3.1692  -1.0136  4.5645
H  -1.8387  0.2402  4.6716

As for the HOMO energy: -1.2 eV. The calculation puts the energy at -5094.00400 Eh. The calculation puts the LUMO energy at 3.73 eV. Its net charge is -2. The HOMO-LUMO gap comes out at 4.920 eV.

These are the Mulliken partial charges, in e, on atoms 1 to 5: atom 1 (O): -0.75, atom 2 (C): -0.16, atom 3 (C): -0.24, atom 4 (O): -0.86, atom 5 (H): 0.01

=====

[4]
2 unconnected molecules or ions with the total composition C4H7IOS. Source: the OMol25 dataset; level of theory: ωB97M-V/def2-TZVPD.

Atoms and positions in Å:
C  1.8482  -0.4699  0.4346
C  -0.3379  1.3663  0.0884
C  -0.5173  -0.9374  -1.2993
C  -0.1962  -0.2199  -0.0012
O  2.7201  -0.8016  -0.2615
S  -1.1220  -1.0381  1.3106
I  1.8798  -0.0355  2.4717
H  -1.4336  1.6579  0.0902
H  0.1198  1.7776  0.9727
H  0.1580  1.8000  -0.8555
H  0.2984  -0.8044  -1.9900
H  -0.5856  -1.9799  -0.8563
H  -1.3726  -0.5202  -1.7988
H  -1.4590  0.2049  1.6943

As for the HOMO energy: -8.5 eV. The calculation puts the energy at -927.64955 Eh. The calculation puts the LUMO energy at 0.19 eV. The HOMO-LUMO gap comes out at 8.660 eV.

These are the natural (NBO) partial charges, in e, on atoms 1 to 5: atom 1 (C): 0.42, atom 2 (C): -0.68, atom 3 (C): -0.67, atom 4 (C): -0.12, atom 5 (O): -0.51